Here is a molecular structure, C11H23N2O5P2Sr from the Open Molecules 2025 dataset. Energies are from ωB97M-V/def2-TZVPD.

Properties
multiplicity = 1
HOMO (spin up / spin down) = -9.025 / -9.024 eV
LUMO level (spin up / spin down) = -4.02 / -4.02 eV
net charge = +1

Last column: Mulliken charge in e.
CARTESIAN COORDINATES (ANGSTROEM)
Sr -0.04574 0.68170 0.79139  1.41
P 2.51455 -0.71234 0.34547  0.41
C 2.19582 -0.69706 -1.37055  -0.95
C 0.99579 -1.01105 -2.04665  0.32
N -0.21901 -0.52421 -1.57880  0.12
C -1.35793 -1.06279 -2.07386  0.20
C -1.34457 -1.92026 -3.16019  -0.69
C -0.12874 -2.34366 -3.72234  -0.55
C 1.04180 -1.87740 -3.15470  -0.85
C -2.68474 -0.64039 -1.51036  -0.86
P -2.77537 0.97504 -0.63055  0.22
H 2.01523 -2.14881 -3.56429  0.44
H -2.30047 -2.27533 -3.54410  0.45
H -0.10459 -2.99472 -4.61108  0.40
H -3.40065 -0.54809 -2.33869  0.48
H -3.06835 -1.37586 -0.79016  0.52
H 3.36940 3.75402 -3.36437  0.31
H 3.05572 -0.61915 -2.02916  0.27
H -1.29958 2.48669 -1.01568  0.34
O 3.41776 3.10320 -2.66312  -0.61
H 4.38515 3.05022 -2.46602  0.32
H -0.02735 1.31785 -1.37288  0.65
O -0.28224 2.37044 -0.97518  -0.42
H 0.30026 3.16924 -1.21521  0.36
C -2.85907 1.95356 -2.17955  -1.66
H -3.62511 1.47840 -2.81518  0.51
H -3.21588 2.97491 -1.97019  0.44
H -1.95054 1.97304 -2.81037  0.48
C -4.48140 1.11514 -0.02968  -1.16
H -4.56370 1.98969 0.63922  0.39
H -5.17494 1.22758 -0.87946  0.36
H -4.70281 0.20206 0.54576  0.40
C 2.03465 -2.42815 0.92384  -1.01
H 2.92476 -3.04881 1.07264  0.39
H 1.54198 -2.32590 1.90060  0.27
H 1.35171 -2.94591 0.23807  0.32
C 4.33896 -0.72178 0.53538  -1.26
H 4.56127 -0.29804 1.52997  0.35
H 4.76586 -1.73301 0.51756  0.37
H 4.82929 -0.14369 -0.26261  0.34
O 0.14516 -0.09725 4.62235  -0.49
N -0.00154 0.13093 3.43320  1.27
O 0.08457 1.35184 2.96913  -0.83
O -0.24686 -0.81178 2.53838  -0.78

---

Here is a single C16H15Cl2NO2 molecule from the Open Molecules 2025 dataset. Energies are from ωB97M-V/def2-TZVPD.

Properties
multiplicity = 1
structure (SMILES) = CC(C)(C(c1ccc(Cl)cc1)c1ccc(Cl)cc1)[N+](=O)[O-]
HOMO = -8.677 eV
LUMO level = -0.51 eV

Last column: Mulliken charge in e.
CARTESIAN COORDINATES (ANGSTROEM)
C -1.35998 -1.60556 2.19122  -1.42
C -0.79045 -0.31717 2.84199  1.25
C -1.33520 0.94926 2.09736  -1.93
C -0.62666 -0.32979 4.72485  -0.35
C 0.25961 -1.36182 5.29407  0.71
C 1.66411 -1.24815 5.06789  -0.45
C 2.53941 -2.26851 5.48915  -0.88
C 2.02710 -3.33944 6.25062  0.37
Cl 3.13634 -4.63606 6.58614  -0.22
C 0.61505 -3.50127 6.46845  -0.69
C -0.27309 -2.58578 5.83384  -0.38
C -1.84240 0.05229 5.45162  0.44
C -2.70288 0.99845 4.85823  -0.41
C -3.95059 1.27153 5.40916  -0.94
C -4.34507 0.61186 6.57907  0.39
Cl -5.88939 0.97784 7.22140  -0.21
C -3.49005 -0.28949 7.20698  -0.83
C -2.19613 -0.49588 6.71292  -0.47
N 0.68570 -0.29048 2.38729  0.75
O 1.24202 0.84348 2.50535  -0.56
O 1.29085 -1.33574 2.09214  -0.56
H -2.42075 -1.39380 1.90121  0.34
H -0.78757 -1.77633 1.22388  0.39
H -1.33513 -2.56353 2.81467  0.23
H -2.42859 0.86927 2.05432  0.55
H -1.04810 1.93401 2.54449  0.30
H -0.93706 0.91965 1.03744  0.43
H -0.04924 0.59079 4.43458  0.59
H 2.01215 -0.46898 4.41086  0.56
H 3.53930 -2.24572 5.07560  0.39
H 0.27238 -4.41672 6.97569  0.37
H -1.36260 -2.93755 5.60812  0.39
H -2.40532 1.45952 3.92165  0.41
H -4.62493 1.96026 4.87917  0.37
H -3.86768 -0.85366 8.05248  0.40
H -1.52221 -1.13865 7.26273  0.68

---

Here is a molecular structure, C31H22N3OPPt from the Open Molecules 2025 dataset. Energies are from ωB97M-V/def2-TZVPD.

Properties
multiplicity = 1
HOMO = -8.138 eV
LUMO level = 0.18 eV

Last column: Mulliken charge in e.
CARTESIAN COORDINATES (ANGSTROEM)
Pt 0.09754 -0.36337 0.50458  0.84
O 2.71422 -1.52831 0.77060  -0.67
C 2.08648 -0.52166 0.54566  -0.15
C 2.90723 0.76754 0.37117  0.24
C 4.29419 0.73916 0.47373  -0.62
C 5.01188 1.92165 0.41124  -0.52
C 4.35754 3.14056 0.25332  -0.67
C 2.97798 3.17626 0.13211  -0.45
C 2.26401 1.98344 0.17617  0.24
P 0.48609 1.80472 -0.03330  0.51
C 0.19539 1.97225 -1.82201  0.39
C -1.11655 2.09220 -2.28207  -0.09
C -1.38287 2.12427 -3.64045  -0.73
C -0.34084 2.03085 -4.55458  -0.53
C 0.96342 1.90544 -4.10365  -0.70
C 1.23380 1.87580 -2.74163  -0.43
C -0.28308 3.26577 0.70707  0.58
C -0.50446 4.44619 0.00209  -0.29
C -1.02634 5.55508 0.65293  -0.73
C -1.32470 5.49292 2.00672  -0.45
C -1.10223 4.32013 2.71614  -0.70
C -0.58340 3.21007 2.06805  -0.34
H 4.78235 -0.21465 0.62403  0.54
H 6.09055 1.90170 0.50288  0.39
H 4.92562 4.06155 0.22662  0.43
H 2.46280 4.12079 0.00187  0.45
H -1.93724 2.15500 -1.57600  0.34
H -2.40425 2.21764 -3.98611  0.41
H -0.54815 2.05156 -5.61653  0.39
H 1.77858 1.82769 -4.81115  0.41
H 2.25580 1.77204 -2.40018  0.36
H -0.27778 4.49685 -1.05564  0.42
H -1.20024 6.46932 0.10052  0.42
H -1.73207 6.36035 2.50963  0.40
H -1.33493 4.26857 3.77160  0.41
H -0.41090 2.28889 2.61458  0.41
N -2.77025 -1.39182 0.37679  0.16
C -4.08736 -1.15865 0.33294  -0.02
C -4.26397 0.20059 0.48630  -1.19
C -2.96936 0.71352 0.62445  -0.22
N -2.07321 -0.26547 0.55802  -0.24
H -2.23441 -2.25893 0.35081  0.15
H -4.79195 -1.96206 0.20435  0.47
H -5.19388 0.74000 0.50400  0.38
H -2.64614 1.73016 0.77463  0.61
N -0.32875 -10.36985 1.08226  -0.50
C -0.30354 -9.22205 1.02293  -0.01
C -0.27349 -7.78779 0.94724  0.55
C -0.96204 -7.12972 -0.06965  -0.65
C -0.93415 -5.75010 -0.13757  -0.42
C -0.22180 -5.00182 0.80480  0.46
C 0.46998 -5.67521 1.81735  -0.52
C 0.44566 -7.05415 1.88980  -0.57
C -0.18851 -3.57246 0.74074  0.32
C -0.08832 -2.36253 0.68900  -1.02
H -1.51301 -7.70407 -0.80201  0.43
H -1.45868 -5.23631 -0.93207  0.46
H 1.02931 -5.09878 2.54103  0.47
H 0.98245 -7.57077 2.67379  0.43

---

no.,strongest force on any atom (hartree/bohr)
1,0.04893
2,0.09093
3,0.00880